# 1
The following is a quantum chemistry calculation of C5H6O2 in the gas phase, from the Open Molecules 2025 dataset.

Each line ends with the Mulliken charge.
Atoms and positions in Å:
C1 2.29 -0.96 0.53  0.254
C2 1.34 -0.48 -0.02  -1.028
C3 0.14 0.09 -0.63  0.414
C4 0.04 1.56 -0.19  -0.077
O1 -0.07 1.88 0.97  -0.477
C5 -1.14 -0.73 -0.19  -0.620
O2 -2.03 -0.02 0.61  -0.540
H1 3.13 -1.40 1.03  0.428
H2 0.23 0.06 -1.72  0.316
H3 0.08 2.32 -0.98  0.351
H4 -0.79 -1.65 0.30  0.332
H5 -1.69 -1.02 -1.09  0.302
H6 -1.54 0.34 1.37  0.344

HOMO energy: -9.96 eV
largest force on an atom: 0.58 eV/Å
SMILES: C#C[C@H](C=O)CO
energy relative to the best compared isomer or geometry (same formula, charge and spin): 62.4 kcal/mol
frontier orbital gap: 10.6024 eV
total charge: 0
lowest unoccupied orbital energy: 0.642 eV

=====

# 2
The following is a quantum chemistry calculation of a molecular structure, C5H6O2 at a distorted geometry, from the Open Molecules 2025 dataset.

Each line ends with the Mulliken charge.
Atoms and positions in Å:
C1 -0.95 -0.79 0.42  -0.858
C2 0.15 0.04 1.02  -0.098
O1 1.20 -0.86 0.59  -0.401
C3 0.52 -0.93 -0.67  -0.230
C4 0.57 0.51 -1.18  -0.181
O2 -0.63 1.26 -1.01  -0.451
C5 0.32 1.24 0.06  -0.236
H1 -1.09 -1.75 0.95  0.399
H2 -1.89 -0.36 0.08  0.345
H3 0.16 0.24 2.09  0.509
H4 -0.32 -1.63 -0.76  0.378
H5 1.24 0.84 -1.97  0.409
H6 0.74 2.19 0.37  0.413

HOMO energy: -8.76 eV
largest force on an atom: 2.43 eV/Å
energy relative to the best compared isomer or geometry (same formula, charge and spin): 138.4 kcal/mol
frontier orbital gap: 9.6295 eV
total charge: 0
lowest unoccupied orbital energy: 0.873 eV

=====

# 3
The following is a quantum chemistry calculation of 2 unconnected molecules or ions with the total composition C5H6O2, from the Open Molecules 2025 dataset.

Each line ends with the Mulliken charge.
Atoms and positions in Å:
C1 -1.75 1.73 -0.43  -0.539
C2 -1.98 0.73 0.40  -0.395
C3 -1.67 -0.49 0.72  0.889
O1 -1.56 -1.59 1.14  -0.423
H1 -0.94 1.68 -1.16  0.248
H2 -2.36 2.64 -0.39  0.252
C4 1.65 -1.28 0.11  -0.877
C5 1.23 0.12 -0.24  0.072
O2 1.01 0.51 -1.37  -0.516
H3 2.63 -1.27 0.59  0.324
H4 1.68 -1.89 -0.80  0.278
H5 0.93 -1.70 0.82  0.231
H6 1.12 0.81 0.62  0.456

HOMO energy: -9.08 eV
largest force on an atom: 0.91 eV/Å
SMILES: C=C=C=O.CC=O
energy relative to the best compared isomer or geometry (same formula, charge and spin): 65.4 kcal/mol
frontier orbital gap: 8.4295 eV
total charge: 0
lowest unoccupied orbital energy: -0.654 eV

=====

# 4
The following is a quantum chemistry calculation of C5H6O2 in the gas phase at a distorted geometry, from the Open Molecules 2025 dataset.

Each line ends with the Mulliken charge.
Atoms and positions in Å:
C1 0.61 0.62 1.23  -0.481
O1 0.55 -0.81 1.19  -0.425
C2 0.26 -1.18 -0.13  -0.086
C3 -1.04 -0.65 -0.71  -0.318
O2 -1.42 0.51 0.00  -0.414
C4 -0.07 1.04 -0.06  -0.102
C5 0.49 -0.01 -0.93  -0.317
H1 1.65 0.97 1.29  0.286
H2 0.05 0.98 2.10  0.315
H3 0.60 -2.17 -0.39  0.368
H4 -1.84 -1.26 -1.13  0.455
H5 -0.04 2.09 -0.33  0.352
H6 0.21 -0.12 -2.13  0.367

HOMO energy: -8.06 eV
largest force on an atom: 8.21 eV/Å
SMILES: C1O[C@H]2[C@H]3O[C@@H]1[C@H]32
energy relative to the best compared isomer or geometry (same formula, charge and spin): 108.2 kcal/mol
frontier orbital gap: 9.0599 eV
total charge: 0
lowest unoccupied orbital energy: 1.000 eV